Record 1
The following is a DFT calculation (ωB97M-V/def2-TZVPD) of a structure of composition C4H8O at a distorted geometry.

Values from the calculation:
E_HOMO	-9.63	eV
energy above the lowest of the compared OMol25 structures with the same formula, charge and spin	127.7	kJ/mol
LUMO level	0.0413	Eh

Cartesian coordinates (Å):
C -1.263 -0.804 0.024
C 0.024 -0.149 0.452
C 1.339 -0.344 -0.315
O 1.473 1.072 -0.536
C 0.161 1.300 -0.003
H -2.071 -0.212 0.519
H -1.326 -1.848 0.342
H -1.408 -0.752 -1.063
H 0.162 -0.256 1.534
H 1.229 -0.906 -1.253
H 2.188 -0.746 0.251
H 0.029 2.017 0.834
H -0.537 1.628 -0.785

Force components x, y, z for each atom (eV/Å):
C -0.48 0.18 0.29
C 0.02 -0.02 -0.04
C 0.10 -0.41 -0.01
O 0.10 0.23 0.20
C -0.71 0.59 0.61
H 0.28 -0.67 -0.45
H -0.11 0.11 -0.03
H 0.04 0.01 0.23
H 0.00 0.07 -0.22
H 0.06 0.15 0.05
H -0.14 0.05 -0.10
H 0.78 -0.01 -0.49
H 0.05 -0.28 -0.03

Mulliken population analysis, charges in e, atoms 1 to 5: number 1, C, carries -1.418; number 2, C, carries 0.378; number 3, C, carries -0.462; number 4, O, carries -0.400; number 5, C, carries -0.470

---

Record 2
The following is a DFT calculation (ωB97M-V/def2-TZVPD) of a structure of composition C23H50GeN6SSi3V.

Values from the calculation:
E_HOMO (alpha / beta)	-18.40 / -18.74	eV
net charge	+4
LUMO level (alpha / beta)	-0.4524 / -0.4692	Eh
spin multiplicity	4

Cartesian coordinates (Å):
V -0.650 0.337 -0.855
C -4.972 0.992 -0.880
C -3.571 0.491 -0.957
N -2.526 1.228 -0.815
N -2.612 2.588 -0.661
C -1.513 3.317 -0.935
N -1.588 4.628 -0.904
S -0.006 2.559 -1.345
C -3.262 -0.930 -1.276
C -4.254 -1.794 -1.695
C -3.901 -3.092 -2.071
C -2.572 -3.465 -2.035
C -1.627 -2.525 -1.647
N -1.948 -1.281 -1.282
H -5.081 1.757 -0.108
H -5.671 0.201 -0.629
H -5.276 1.417 -1.842
H -3.528 3.018 -0.590
H -2.441 5.134 -0.700
H -0.771 5.183 -1.119
H -5.289 -1.493 -1.729
H -4.667 -3.788 -2.388
H -2.254 -4.461 -2.312
H -0.574 -2.781 -1.621
C -1.407 2.814 3.420
Si 0.341 2.185 3.292
C 1.118 1.600 4.860
C 1.459 3.232 2.232
Ge 0.012 0.108 1.600
Si 2.228 -0.947 1.796
C 3.608 0.257 1.413
C 2.135 -2.363 0.539
C 2.308 -1.648 3.524
Si -1.867 -0.982 2.844
C -1.593 -0.874 4.687
C -1.652 -2.756 2.263
C -3.545 -0.285 2.382
H -1.362 3.895 3.587
H -1.936 2.370 4.262
H -1.995 2.646 2.515
H 1.118 2.484 5.514
H 2.159 1.303 4.735
H 0.565 0.826 5.384
H 1.308 4.268 2.559
H 1.247 3.193 1.164
H 2.507 2.983 2.393
H 3.328 1.057 0.725
H 4.457 -0.280 0.982
H 3.975 0.723 2.329
H 1.471 -2.171 -0.310
H 1.781 -3.271 1.028
H 3.130 -2.583 0.143
H 1.962 -0.971 4.303
H 3.357 -1.874 3.742
H 1.749 -2.580 3.609
H -0.590 -1.185 4.981
H -2.291 -1.574 5.155
H -1.806 0.111 5.104
H -0.912 -3.270 2.879
H -1.358 -2.877 1.219
H -2.604 -3.278 2.400
H -3.604 0.801 2.475
H -4.288 -0.705 3.064
H -3.842 -0.586 1.375
C 2.906 -1.716 -4.628
C 1.846 -1.577 -3.512
N 1.805 -0.203 -2.981
C 1.622 0.728 -4.111
C 2.845 0.708 -5.055
N 3.711 -0.447 -4.636
C 4.280 -0.189 -3.270
C 3.088 0.098 -2.326
H 2.470 -1.818 -5.620
H 3.595 -2.542 -4.461
H 2.069 -2.259 -2.691
H 0.866 -1.831 -3.915
H 1.468 1.736 -3.731
H 0.721 0.439 -4.653
H 3.457 1.605 -4.982
H 2.572 0.553 -6.096
H 4.478 -0.546 -5.303
H 4.965 0.652 -3.356
H 4.847 -1.074 -2.988
H 3.087 1.148 -2.032
H 3.183 -0.503 -1.425

Force components x, y, z for each atom (eV/Å):
V 0.00 -0.10 -0.33
C 0.06 0.09 0.01
C -0.12 -0.03 0.02
N 0.32 -0.19 -0.05
N -0.12 0.00 0.01
C 0.15 0.15 -0.06
N -0.05 -0.06 0.05
S -0.18 -0.12 0.10
C -0.26 0.15 -0.31
C 0.20 -0.15 0.23
C -0.02 -0.01 -0.01
C 0.03 0.01 0.01
C 0.06 -0.06 0.03
N -0.04 0.27 -0.04
H 0.00 0.00 -0.02
H 0.00 -0.02 0.01
H -0.01 0.00 0.00
H 0.02 0.02 0.00
H 0.00 0.00 -0.02
H 0.00 0.00 -0.01
H -0.01 0.02 0.01
H 0.01 -0.02 -0.02
H -0.02 -0.02 0.00
H -0.01 0.00 0.00
C 0.06 -0.04 -0.06
Si 0.03 -0.10 0.04
C -0.04 0.20 -0.09
C -0.10 -0.06 0.05
Ge 0.03 0.02 0.51
Si 0.18 -0.21 -0.06
C -0.10 0.05 0.04
C -0.04 0.11 0.00
C -0.02 0.06 -0.09
Si -0.40 -0.09 0.32
C 0.09 0.08 -0.21
C 0.16 0.10 -0.06
C 0.20 -0.03 -0.15
H 0.00 0.01 0.05
H 0.00 -0.01 0.00
H 0.04 0.02 -0.02
H 0.02 -0.01 0.02
H -0.01 -0.02 -0.02
H -0.03 -0.04 0.00
H 0.03 0.01 0.01
H -0.03 0.00 0.00
H 0.02 -0.03 0.00
H -0.01 -0.02 -0.02
H 0.00 -0.05 0.01
H -0.04 0.03 0.01
H 0.05 0.06 0.00
H -0.03 0.00 0.00
H 0.03 -0.01 0.03
H 0.02 0.05 -0.02
H 0.01 -0.04 0.00
H -0.02 -0.01 -0.03
H 0.01 0.01 0.01
H -0.05 -0.04 -0.04
H 0.03 0.00 -0.01
H 0.01 0.00 0.01
H -0.04 0.04 -0.02
H -0.04 0.02 0.05
H 0.00 0.01 -0.01
H 0.02 -0.03 0.07
H 0.01 0.02 0.03
C 0.07 0.08 -0.05
C 0.00 -0.06 0.01
N -0.12 0.04 0.08
C -0.08 0.04 -0.07
C 0.08 -0.07 0.00
N -0.01 0.00 0.02
C -0.01 -0.02 -0.11
C 0.11 0.03 0.01
H -0.02 -0.04 0.02
H -0.03 -0.02 0.00
H 0.01 0.00 -0.01
H 0.00 -0.02 0.02
H 0.02 -0.01 0.00
H 0.00 -0.01 0.01
H -0.03 0.02 -0.01
H -0.02 0.04 0.00
H 0.00 0.00 0.00
H 0.01 -0.01 0.05
H -0.01 0.02 0.03
H -0.02 0.00 0.00
H -0.01 -0.03 0.03

Mulliken population analysis, charges in e, atoms 1 to 5: number 1, V, carries 0.590; number 2, C, carries -2.188; number 3, C, carries 0.389; number 4, N, carries 0.892; number 5, N, carries -0.536

---

Record 3
The following is a DFT calculation (ωB97M-V/def2-TZVPD) of a structure of composition C5H8N at a distorted geometry.

Values from the calculation:
E_HOMO (alpha / beta)	-13.62 / -12.92	eV
energy above the lowest of the compared OMol25 structures with the same formula, charge and spin	535.7	kJ/mol
net charge	+1
LUMO level (alpha / beta)	-0.2027 / -0.2571	Eh

Cartesian coordinates (Å):
C 2.419 -0.281 -0.124
C 1.391 0.540 0.105
C -1.186 0.989 -0.143
C -0.838 -0.937 0.087
C -2.121 -0.206 0.002
N 0.020 0.254 -0.083
H 3.307 0.081 0.286
H 2.373 -1.207 -0.569
H 1.543 1.664 0.288
H -1.296 1.758 -0.914
H -1.269 1.552 0.871
H -0.712 -1.745 0.848
H -0.830 -1.334 -0.973
H -3.200 -0.314 0.213

Force components x, y, z for each atom (eV/Å):
C -1.48 1.83 1.11
C -0.97 1.88 -0.63
C -1.55 2.37 1.03
C 0.05 -1.72 -0.26
C 2.29 2.01 0.38
N -0.73 -2.04 0.59
H 1.64 0.36 -0.02
H -0.24 -2.04 -0.64
H -0.15 -1.92 0.17
H -0.04 -0.09 0.00
H -0.25 -0.68 -1.09
H 0.50 0.67 -0.72
H -0.02 -0.45 0.47
H 0.96 -0.19 -0.38

Mulliken population analysis, charges in e, atoms 1 to 5: number 1, C, carries -0.824; number 2, C, carries 0.194; number 3, C, carries -0.628; number 4, C, carries -0.340; number 5, C, carries -0.247